Record 1
DFT (ωB97M-V/def2-TZVPD) results for a gas-phase ion, C6H9N2S (charge +1).

Element x y z (Å)
H: 0.549 2.130 -0.160
H: -1.940 1.527 0.382
H: 4.126 1.076 -0.479
C: -1.148 0.871 0.073
H: -2.966 -1.334 1.177
N: 2.360 0.179 -0.322
H: 0.246 -0.857 -0.818
H: 4.291 -0.416 0.377
H: 3.518 1.001 1.235
C: 3.601 0.460 0.188
H: -3.548 0.262 0.725
H: -3.635 -1.036 -0.432
N: -1.686 -0.338 -0.088
C: 0.168 1.142 -0.358
C: 1.176 0.216 -0.456
C: -0.924 -1.334 -0.565
C: -3.042 -0.616 0.325
S: -1.146 -2.935 -0.802

Calculated values
LUMO, eV: -5.3
SMILES: CN=C=C/C=[N+](/C)C=S
E_tot, Eh: -741.32220
Multiplicity: 1
Net charge: +1
Relative energy (zero: lowest compared OMol25 entry of this formula, charge and spin), eV: 3.777

---

Record 2
DFT (ωB97M-V/def2-TZVPD) results for a single C6H9N3 molecule.

Element x y z (Å)
C: -0.147 2.259 -0.824
C: 0.489 -1.044 -0.226
H: 0.119 -2.761 -1.462
H: -0.843 -1.500 1.415
C: 0.869 -2.385 -0.758
H: 1.831 -2.338 -1.266
N: -1.113 1.275 2.009
C: 0.461 1.277 0.147
N: 1.261 -0.009 -0.339
H: 0.562 2.487 -1.618
C: -0.550 0.631 1.081
N: 1.840 1.121 0.225
H: -1.687 -0.883 -0.003
H: -0.376 3.175 -0.272
C: -0.762 -0.793 0.583
H: -1.082 1.891 -1.252
H: -1.807 0.711 2.503
H: 0.935 -3.114 0.057

Calculated values
LUMO (alpha / beta), eV: 0.7 / 0.7
E_tot, Eh: -398.12519
Multiplicity: 1
Net charge: 0
Relative energy (zero: lowest compared OMol25 entry of this formula, charge and spin), eV: 4.088

---

Record 3
DFT (ωB97M-V/def2-TZVPD) results for 2 unconnected molecules or ions with the total composition C6H9N3.

Element x y z (Å)
H: -1.062 -2.046 -0.562
N: -2.462 0.849 -0.369
N: -0.067 0.812 0.315
C: 2.138 0.133 0.357
H: 1.764 2.265 -0.042
C: -1.137 -1.083 -0.264
H: 1.636 -2.091 -0.084
C: -2.388 -0.567 0.220
H: -3.359 -1.189 0.215
H: 1.506 0.021 1.743
C: 0.149 -0.516 -0.204
H: -2.380 -0.415 1.396
H: 3.442 0.162 0.407
H: -1.168 2.426 -0.584
H: 1.819 -0.573 -1.600
N: 1.325 1.283 -0.386
C: -1.292 1.463 -0.133
C: 1.535 -0.935 -0.428

Calculated values
LUMO, eV: 0.8
E_tot, Eh: -398.00491
Multiplicity: 1
Net charge: 0
Relative energy (zero: lowest compared OMol25 entry of this formula, charge and spin), eV: 7.361

---

Record 4
DFT (ωB97M-V/def2-TZVPD) results for a single C6H9N3 molecule.

Element x y z (Å)
C: -0.995 1.465 -1.330
H: -1.209 -0.554 2.133
H: -0.481 -2.624 0.914
C: 0.138 -0.647 0.376
H: -1.390 2.252 -1.951
H: 0.615 -0.460 -1.664
H: 2.321 1.404 -0.223
H: -0.678 1.042 1.559
N: -1.822 0.640 -0.883
H: 0.949 -2.495 -0.212
C: 0.438 -2.094 0.670
H: 1.054 -2.209 1.558
C: 0.818 0.107 -0.792
N: -1.436 -0.381 0.086
C: -0.786 0.025 1.318
C: 0.404 1.501 -0.778
H: 0.269 1.876 0.271
N: 1.789 1.150 -1.052

Calculated values
LUMO, eV: 0.7
SMILES: C[C@]12CN1N=C[C@@H]1N[C@H]12
E_tot, Eh: -398.08421
Multiplicity: 1
Net charge: 0
Relative energy (zero: lowest compared OMol25 entry of this formula, charge and spin), eV: 5.204

---

Record 5
DFT (ωB97M-V/def2-TZVPD) results for a single C6H9N3O molecule.

Element x y z (Å)
H: -3.706 -1.546 0.713
C: 3.043 -0.601 -0.150
H: 3.352 -1.746 0.015
H: -3.158 0.874 0.386
H: -0.105 1.769 -1.053
C: -0.663 1.821 -0.249
H: -1.697 2.307 -0.641
H: 3.874 0.045 0.539
N: -1.455 -1.683 0.224
H: -0.293 2.125 0.564
H: 0.971 -1.610 -1.076
O: 1.501 0.554 1.259
C: -2.580 0.268 0.264
N: 0.720 -0.803 -0.314
C: 1.724 -0.297 0.342
C: -0.662 -0.733 -0.057
C: -2.730 -1.148 0.399
N: -1.288 0.547 -0.100
H: 3.153 -0.144 -1.063

Calculated values
LUMO, eV: 0.7
SMILES: CC(=O)Nc1nccn1C
E_tot, Eh: -473.39572
Multiplicity: 1
Net charge: 0
Relative energy (zero: lowest compared OMol25 entry of this formula, charge and spin), eV: 4.191

---

Record 6
DFT (ωB97M-V/def2-TZVPD) results for a single C6H9N3O molecule.

Element x y z (Å)
O: -1.252 -2.629 -0.273
H: 0.916 -1.397 -1.350
C: 0.899 -0.763 -0.519
N: -0.509 -0.356 -0.346
H: -0.007 2.277 0.606
C: -1.056 0.829 -0.064
C: -1.316 -1.396 -0.122
N: -2.527 -0.689 0.159
H: 0.212 2.253 -1.086
N: -2.285 0.666 0.218
C: 1.708 -1.201 0.620
H: 2.522 -1.970 0.355
H: -3.505 -0.900 0.601
C: 2.020 0.122 -0.034
H: -1.219 3.024 -0.127
C: -0.419 2.140 -0.170
H: 1.892 0.937 0.643
H: 2.736 0.299 -0.648
H: 1.189 -1.246 1.535

Calculated values
LUMO, eV: 0.8
SMILES: Cc1n[nH]c(=O)n1C1CC1
E_tot, Eh: -473.42015
Multiplicity: 1
Net charge: 0
Relative energy (zero: lowest compared OMol25 entry of this formula, charge and spin), eV: 3.526

---

Record 7
DFT (ωB97M-V/def2-TZVPD) results for 2 unconnected molecules or ions with the total composition C6H9N3O2.

Element x y z (Å)
H: 4.465 -0.138 0.139
H: -2.164 1.725 -0.805
N: 1.514 0.752 0.562
H: 3.269 -0.908 1.008
H: -0.502 -1.625 1.222
N: -0.093 2.559 0.104
C: 0.458 1.536 0.258
C: 2.686 0.703 -0.179
C: -1.201 -0.710 1.084
C: -1.700 -0.172 0.008
H: -1.100 0.239 -2.043
O: 2.822 1.480 -1.035
C: -2.576 0.791 -0.644
H: 1.235 -0.001 1.160
N: 3.479 -0.327 0.200
H: -3.626 0.509 -0.414
H: -2.227 -1.194 -1.834
O: -0.965 3.402 -0.142
C: -1.833 -0.257 -1.428
H: -1.583 -0.395 2.093

Calculated values
LUMO, eV: 0.3
E_tot, Eh: -548.58799
Multiplicity: 1
Net charge: 0
Relative energy (zero: lowest compared OMol25 entry of this formula, charge and spin), eV: 6.351